Record 1
Density functional theory data (the ωB97M-V functional and the def2-TZVPD basis) for a structure of composition C18H15ClI2N3OPd in a non-equilibrium geometry.

Atoms and positions in Å:
Pd 0.64156 -0.08718 -1.09494
I 2.37467 -5.95932 3.70588
C 1.66642 -4.19904 2.79373
C 0.46005 -3.63380 3.21042
C -0.00347 -2.49392 2.59558
I -1.78778 -1.55709 3.20389
C 0.69639 -1.87214 1.49083
O 0.15010 -0.91464 0.87606
C 1.99786 -2.41557 1.17079
C 2.94394 -1.65885 0.26225
N 2.49113 -1.45873 -1.12507
C 2.26495 -2.69920 -1.89253
C 0.81311 -2.94004 -2.24619
C 0.39608 -4.14444 -2.80597
C -0.93468 -4.30908 -3.15092
C -1.83583 -3.27411 -2.93189
C -1.35252 -2.10745 -2.36331
N -0.06959 -1.96119 -2.04553
C 2.43085 -3.56029 1.79622
H -0.10890 -4.08706 4.00868
H 3.89788 -2.20299 0.25938
H 3.12808 -0.66511 0.69802
H 3.19974 -0.88658 -1.59517
H 2.62542 -3.56422 -1.32580
H 2.83845 -2.66640 -2.82818
H 1.11461 -4.93200 -2.97701
H -1.26811 -5.24226 -3.58246
H -2.88040 -3.36358 -3.19205
H -2.01051 -1.27105 -2.13936
H 3.39367 -3.97790 1.53394
Cl -1.55800 4.05783 -4.51321
C -0.75860 3.66349 -3.05780
C -0.29460 4.64803 -2.17562
C 0.34748 4.27113 -1.01039
C 0.54632 2.92120 -0.74546
N 0.09135 1.98617 -1.58486
C -0.55071 2.32168 -2.69655
H -0.42075 5.69508 -2.42196
H 0.71117 5.01368 -0.31499
H 1.07995 2.59017 0.14518
H -0.92405 1.51625 -3.32171

* HOMO energy (spin up / spin down): -16.83 / -16.82 eV
* maximum force: 0.0322 hartree/bohr
* gap between HOMO and LUMO (spin up / spin down): 7.6553 / 3.0634 eV
* spin multiplicity: 5
* E_LUMO (spin up / spin down): -9.17 / -13.76 eV
* molecular weight: 685.0 g/mol
* energy above the lowest of the compared OMol25 structures with the same formula, charge and spin: 0.6194 eV
* charge: +3



Record 2
Density functional theory data (the ωB97M-V functional and the def2-TZVPD basis) for an isolated molecule of C18H15ClN2 in a non-equilibrium geometry.

Atoms and positions in Å:
Cl 5.42134 -0.73493 -1.91049
C 3.69500 -0.71327 -1.83811
C 2.98652 -1.91642 -1.76517
C 1.59131 -1.89358 -1.55657
C 0.92603 -0.68960 -1.32973
C -0.55688 -0.63428 -0.87943
N -0.43799 -0.24829 0.64698
C -0.34256 -1.39767 1.35118
N -0.28966 -1.25226 2.71328
C -0.39005 0.08737 2.92485
C -0.38808 0.85333 4.13978
C -0.50630 2.22898 4.11005
C -0.61740 2.86295 2.88883
C -0.59369 2.16277 1.63970
C -0.48079 0.78333 1.64080
C -1.33890 -1.87263 -1.32405
C -2.53301 -1.51358 -1.86119
C -2.75848 -0.03153 -1.95286
C -1.39681 0.57124 -1.46047
C 1.60517 0.50572 -1.55704
C 3.00176 0.50324 -1.78557
H 3.53672 -2.85477 -1.75890
H 1.07414 -2.85723 -1.49633
H -0.32969 -2.43192 0.90216
H -0.28849 0.32505 5.07227
H -0.51040 2.78139 5.02974
H -0.71951 3.95203 2.87307
H -0.65152 2.72166 0.69274
H -0.92128 -2.88453 -1.51444
H -3.30118 -2.21802 -2.24709
H -3.47895 0.26358 -1.17433
H -3.22963 0.30273 -2.91052
H -1.59326 1.35026 -0.67687
H -0.85804 0.98435 -2.34713
H 1.10421 1.47600 -1.47657
H 3.57037 1.42852 -1.80252

* HOMO energy: -7.98 eV
* SMILES: Clc1ccc([C@]2(n3cnc4ccccc43)C=CCC2)cc1
* maximum force: 0.0781 hartree/bohr
* gap between HOMO and LUMO: 8.5871 eV
* E_LUMO: 0.61 eV
* molecular weight: 294.8 g/mol
* energy above the lowest of the compared OMol25 structures with the same formula, charge and spin: 1.2664 eV
* charge: 0



Record 3
Density functional theory data (the ωB97M-V functional and the def2-TZVPD basis) for an isolated molecule of C18H15ClN2O2 in a non-equilibrium geometry.

Atoms and positions in Å:
C 4.73292 1.76801 0.05751
C 3.91491 0.53923 0.15674
O 4.47291 -0.59568 0.59688
N 3.54884 -1.58563 0.60018
C 2.41826 -1.07842 0.17683
C 1.23767 -1.91032 -0.02622
C 0.93933 -2.94019 0.86168
C -0.15874 -3.74981 0.63868
C -0.95576 -3.55189 -0.47728
C -0.65480 -2.53741 -1.37110
C 0.43281 -1.71210 -1.14590
C 2.58722 0.31167 -0.11498
C 1.60486 1.33241 -0.53732
O 1.84643 2.18103 -1.37366
N 0.42313 1.26371 0.12288
C -0.59927 2.26680 -0.06409
C -1.99600 1.73907 0.10576
C -3.01857 2.60974 0.46752
C -4.31332 2.14893 0.61922
C -4.61092 0.81099 0.42339
C -3.59009 -0.05220 0.06393
Cl -3.93483 -1.72729 -0.18387
C -2.29091 0.39886 -0.10098
H 5.67974 1.54314 -0.42858
H 4.18801 2.50936 -0.52022
H 4.94750 2.16353 1.04999
H 1.57842 -3.09377 1.71732
H -0.39043 -4.54347 1.33327
H -1.80894 -4.18941 -0.65353
H -1.27050 -2.38671 -2.24565
H 0.67617 -0.92753 -1.84858
H 0.29923 0.59708 0.86843
H -0.44120 3.10126 0.63349
H -0.46151 2.66172 -1.07812
H -2.79663 3.65426 0.62785
H -5.09960 2.83384 0.89773
H -5.61673 0.44245 0.54613
H -1.51962 -0.29526 -0.39535

* HOMO energy: -9.22 eV
* SMILES: Cc1onc(-c2ccccc2)c1C(=O)NCc1cccc(Cl)c1
* maximum force: 0.0247 hartree/bohr
* gap between HOMO and LUMO: 9.9099 eV
* E_LUMO: 0.69 eV
* molecular weight: 326.8 g/mol
* energy above the lowest of the compared OMol25 structures with the same formula, charge and spin: 0.0000 eV
* charge: 0



Record 4
Density functional theory data (the ωB97M-V functional and the def2-TZVPD basis) for a structure of composition C18H15Co2N2O6 in a non-equilibrium geometry.

Atoms and positions in Å:
C 0.31047 -1.65312 -3.29894
N 0.36543 -0.32214 -2.51669
C -0.01038 0.64537 -3.64648
N 1.75719 -0.05949 -2.17148
C 2.72931 -0.15595 -3.08404
H -0.72990 -1.76967 -3.59503
H 0.92160 -1.51218 -4.19211
H 0.69508 -2.49761 -2.74014
H -0.95458 0.24159 -4.02039
H -0.15815 1.63141 -3.17874
H 0.75320 0.67004 -4.41993
H 3.74008 0.17537 -2.84970
H 2.50917 -0.56122 -4.07249
O -0.03487 3.65302 0.08292
C 0.08608 2.50075 0.09994
Co 0.25627 0.80201 -0.00921
C -0.50136 0.16055 -1.56279
O -1.74996 -0.20284 -1.94462
C 1.90674 0.82222 -1.02614
O 2.77668 1.67572 -1.03383
C -0.52369 -0.10509 1.37380
C -1.04487 0.52504 2.57271
C -0.11861 1.27986 3.32242
C -0.53485 1.94343 4.47021
C -1.87003 1.86269 4.86935
C -2.80175 1.15163 4.10187
C -2.40120 0.45789 2.96276
C -0.75530 -0.76743 0.10992
C -1.88693 -1.13372 -0.78193
Co 0.74341 -1.32487 0.97008
C 2.44557 -0.73810 0.68530
O 3.60694 -0.72133 0.70400
C 0.89500 -2.50297 -0.27759
O 0.89173 -3.37964 -1.04936
C 0.75316 -2.20637 2.46593
O 0.70447 -2.75565 3.48989
H 0.91916 1.33910 2.96772
H 0.19979 2.51283 5.02946
H -2.18808 2.35957 5.78272
H -3.85014 1.12296 4.37888
H -3.09167 -0.13147 2.34903
H -1.94626 -2.19898 -1.04495
H -2.81396 -0.83321 -0.27230

* HOMO energy: -1.45 eV
* maximum force: 0.1365 hartree/bohr
* gap between HOMO and LUMO: 3.9810 eV
* E_LUMO: 2.53 eV
* molecular weight: 473.2 g/mol
* energy above the lowest of the compared OMol25 structures with the same formula, charge and spin: 8.4523 eV
* charge: -1



Record 5
Density functional theory data (the ωB97M-V functional and the def2-TZVPD basis) for a structure of composition C18H15F3N3O7RuS2.

Atoms and positions in Å:
Ru 0.03059 -0.52776 -0.69165
C 2.96664 -0.03291 -2.26997
C 3.27615 -0.12080 -0.80940
C 4.58380 -0.15925 -0.33353
C 4.80678 -0.26256 1.02403
C 3.72532 -0.31232 1.88829
C 2.44906 -0.25369 1.35557
N 2.24821 -0.16220 0.03809
C 1.23195 -0.25704 2.20664
C 1.27344 -0.16497 3.59035
C 0.08033 -0.09840 4.28695
C -1.11947 -0.09420 3.60022
C -1.09569 -0.18853 2.21481
N 0.06380 -0.29746 1.56693
C -2.32159 -0.14966 1.37603
C -3.58810 -0.09335 1.92704
C -4.68225 -0.07284 1.07625
C -4.47901 -0.13745 -0.28413
C -3.18000 -0.20586 -0.78239
C -2.92353 -0.31311 -2.25112
N -2.13820 -0.17823 0.04930
H 3.86971 -0.12300 -2.86915
H 2.50068 0.92805 -2.49445
H 2.27770 -0.83042 -2.55520
H 5.40473 -0.12080 -1.03550
H 5.81551 -0.30915 1.41220
H 3.88337 -0.40529 2.95159
H 2.21309 -0.12790 4.11856
H 0.08718 -0.02778 5.36639
H -2.05097 -0.01013 4.13727
H -3.73146 -0.07428 2.99604
H -5.68450 -0.02379 1.48068
H -5.30958 -0.14668 -0.97560
H -3.77638 -0.76754 -2.75220
H -2.05228 -0.93859 -2.44951
H -2.76275 0.68097 -2.66853
F -0.79234 3.35363 -3.91238
C -0.07226 2.57776 -3.11042
F -0.25389 1.29439 -3.48446
F 1.21904 2.87219 -3.27651
S -0.58210 2.78642 -1.34747
O -0.06328 4.05540 -0.95137
O -2.00150 2.58012 -1.35779
O 0.16313 1.65268 -0.71848
O 0.19993 -1.96735 -2.16266
S 0.09582 -3.07653 -1.04010
O 0.17354 -4.38997 -1.58099
O 1.19327 -2.66291 -0.12522
O -1.17160 -2.69693 -0.37301

* HOMO energy (spin up / spin down): -9.19 / -9.60 eV
* maximum force: 0.0063 hartree/bohr
* gap between HOMO and LUMO (spin up / spin down): 8.1646 / 7.8180 eV
* spin multiplicity: 6
* E_LUMO (spin up / spin down): -1.02 / -1.78 eV
* molecular weight: 607.5 g/mol
* energy above the lowest of the compared OMol25 structures with the same formula, charge and spin: 0.0601 eV
* charge: 0